This record from OMol25 describes a structure of composition C25H30BrF5N4OS4SbTi. The level of theory is ωB97M-V with the def2-TZVPD basis set.

```
! wB97M-V def2-TZVPD RIJCOSX def2/J DEFGRID3
* xyz -1 1
Ti -0.696 -2.175 -0.704
S -2.232 -0.214 0.404
C -2.750 -0.323 -1.259
C -3.687 0.529 -1.848
C -3.992 0.369 -3.191
C -4.954 1.250 -3.797
N -5.733 1.957 -4.261
C -3.370 -0.640 -3.949
C -2.433 -1.477 -3.336
C -2.103 -1.318 -2.000
S -0.752 -4.090 -1.518
C -3.689 -0.805 -5.336
N -3.935 -0.939 -6.452
H -4.159 1.314 -1.271
H -1.964 -2.249 -3.932
C 4.087 0.664 3.269
C 2.943 -0.275 2.898
Sb 1.409 0.447 1.519
C 0.415 1.892 2.803
C 1.236 2.987 3.476
C 2.706 1.880 0.523
C 3.725 1.257 -0.427
H 4.789 0.179 3.953
H 3.727 1.572 3.753
H 4.649 0.969 2.386
H 2.404 -0.615 3.787
H 3.340 -1.176 2.425
H -0.124 1.294 3.542
H -0.343 2.327 2.148
H 1.906 2.578 4.232
H 0.584 3.709 3.977
H 1.841 3.538 2.755
H 3.214 2.457 1.299
H 2.039 2.560 -0.010
H 4.327 0.494 0.071
H 4.414 2.016 -0.812
H 3.239 0.778 -1.278
C -2.486 -0.859 4.526
O -1.516 -0.944 3.505
H -3.341 -1.519 4.336
H -2.858 0.164 4.652
H -2.008 -1.171 5.455
H -1.949 -0.733 2.664
Br 1.434 -3.514 1.721
C -0.397 -3.708 2.143
C -0.773 -4.432 3.260
C -2.125 -4.580 3.505
C -3.031 -3.999 2.625
C -2.551 -3.282 1.552
N -1.241 -3.128 1.307
H -0.022 -4.863 3.904
H -2.468 -5.140 4.365
H -4.097 -4.096 2.773
H -3.217 -2.787 0.856
F 2.324 -1.798 -0.855
C 1.210 -1.552 -1.646
F 1.165 -0.164 -1.778
C 1.629 -2.022 -3.045
F 0.640 -1.833 -3.928
F 2.697 -1.322 -3.500
F 1.985 -3.308 -3.071
S -0.683 2.447 -1.094
C 0.126 2.858 -2.453
N 1.041 3.851 -2.573
C 1.426 4.223 -3.921
C 1.356 2.925 -4.712
S -0.053 2.032 -3.992
H 1.098 4.508 -1.811
H 2.432 4.644 -3.925
H 0.731 4.961 -4.336
H 2.256 2.325 -4.577
H 1.190 3.097 -5.772
*
```

The value obtained for the strongest force on any atom is 0.00745 Eh/bohr. The value obtained for the LUMO energy is 2.185 eV. The value obtained for the HOMO energy is -4.792 eV. Its energy is -191045.773 eV. For the relative energy (zero: lowest compared OMol25 entry of this formula, charge and spin), the calculation gives 0.2837 eV. The frontier orbital gap comes out at 6.98 eV.

=====

This record from OMol25 describes a structure of composition C25H30ClF4IN2O2. The level of theory is ωB97M-V with the def2-TZVPD basis set.

```
! wB97M-V def2-TZVPD RIJCOSX def2/J DEFGRID3
* xyz 0 1
C 2.179 3.086 1.023
C 2.052 2.780 -0.423
C 0.626 2.730 -1.106
C -0.067 1.300 -1.272
C -1.566 1.677 -1.833
C -1.566 2.459 -3.237
O -1.552 3.920 -3.083
N -0.338 0.792 0.129
C -0.319 -0.697 0.303
C -1.702 -1.319 -0.291
C -0.323 -1.136 1.885
C -1.016 -0.071 2.846
C -0.039 0.847 3.682
C -0.498 1.912 4.700
C -2.018 2.122 4.936
C -2.984 1.222 4.103
C -2.531 0.141 3.083
C -3.610 -0.757 2.325
C 1.000 -1.243 -0.413
Cl 2.502 -0.424 0.352
C 1.318 -2.800 -0.212
C 2.776 -3.235 -0.636
C 3.153 -4.738 -0.464
C 2.042 -5.659 0.106
N 0.709 -5.311 0.458
C 0.402 -3.921 0.288
O 0.898 -1.060 -1.826
C 0.567 0.261 -2.290
C 1.830 0.733 -3.169
F 1.666 1.937 -3.896
F 3.079 0.728 -2.504
C 1.979 -0.432 -4.321
F 3.028 -1.343 -3.980
F 2.308 0.232 -5.554
H 2.193 4.206 1.291
H 2.197 2.277 1.837
H 3.069 2.674 -0.962
H -0.084 3.351 -0.428
H 0.707 3.350 -2.073
H -2.184 0.723 -2.052
H -2.124 2.374 -1.095
H -0.816 2.078 -4.006
H -2.608 2.244 -3.701
H -0.902 4.291 -3.726
H 0.300 1.189 0.851
H -1.293 1.105 0.423
H -2.136 -2.156 0.344
H -1.565 -1.651 -1.381
H -2.522 -0.500 -0.299
H 0.755 -1.307 2.302
H -0.859 -2.136 2.059
H 1.094 0.684 3.546
H 0.334 2.482 5.256
H -2.362 2.892 5.707
H -4.106 1.383 4.302
H -3.873 -0.198 1.346
H -3.269 -1.826 2.122
H -4.555 -0.791 2.975
H 3.555 -2.525 -1.060
H 4.185 -5.156 -0.714
H 2.338 -6.764 0.258
H -0.679 -3.641 0.569
H -0.244 0.065 -3.101
H 1.015 -1.015 -4.483
I 0.454 -2.436 4.182
*
```

The value obtained for the strongest force on any atom is 0.10090 Eh/bohr. The value obtained for the LUMO energy is -1.808 eV. The value obtained for the HOMO energy is -6.009 eV. Its energy is -64963.153 eV. The frontier orbital gap comes out at 4.20 eV.

=====

This record from OMol25 describes a structure of composition C25H30IN5OS2Ti. The level of theory is ωB97M-V with the def2-TZVPD basis set.

```
! wB97M-V def2-TZVPD RIJCOSX def2/J DEFGRID3
* xyz 0 1
Ti -0.002 -0.289 0.316
C 1.447 1.049 4.446
C 1.385 0.575 3.016
N 0.252 0.340 2.437
N -0.870 0.470 3.246
C -2.007 0.229 2.690
S -2.389 -0.240 1.080
S -3.346 0.529 3.829
C -4.507 -0.778 3.358
C -3.912 -2.165 3.381
C -4.177 -3.048 2.342
C -3.665 -4.340 2.363
C -2.854 -4.752 3.409
C -2.576 -3.870 4.447
C -3.107 -2.589 4.435
C 2.669 0.362 2.320
C 3.836 0.901 2.885
C 5.089 0.666 2.360
C 5.214 -0.162 1.246
C 4.091 -0.710 0.665
C 2.809 -0.442 1.165
O 1.777 -0.976 0.539
H 0.466 1.018 4.900
H 1.816 2.075 4.479
H 2.142 0.431 5.015
H -4.947 -0.565 2.385
H -5.301 -0.690 4.104
H -4.794 -2.720 1.514
H -3.904 -5.026 1.560
H -2.450 -5.756 3.423
H -1.949 -4.184 5.272
H -2.876 -1.899 5.237
H 3.762 1.530 3.759
H 5.962 1.111 2.819
H 6.191 -0.372 0.830
H 4.163 -1.340 -0.212
I -0.763 -0.180 -2.303
C -0.298 1.734 0.206
C -0.871 2.999 0.196
C -0.006 4.051 -0.036
C 1.362 3.824 -0.247
C 1.843 2.535 -0.217
N 0.980 1.540 0.018
H -1.930 3.143 0.353
H -0.381 5.067 -0.060
H 2.034 4.650 -0.431
H 2.885 2.282 -0.366
C 1.473 -3.787 -0.602
C -0.037 -3.839 -0.420
C -0.437 -5.022 0.459
C -0.722 -3.947 -1.779
N -0.516 -2.558 0.180
N -0.220 -2.320 1.552
H 1.799 -4.694 -1.114
H 2.002 -3.738 0.352
H 1.759 -2.919 -1.193
H -0.107 -5.950 -0.007
H -1.520 -5.066 0.576
H 0.012 -4.969 1.453
H -0.489 -4.911 -2.232
H -0.396 -3.150 -2.444
H -1.808 -3.877 -1.676
H -1.531 -2.510 0.114
H 0.748 -2.551 1.731
H -0.866 -2.788 2.184
*
```

The value obtained for the strongest force on any atom is 0.01183 Eh/bohr. The value obtained for the LUMO energy is -0.003 eV. The value obtained for the HOMO energy is -7.788 eV. Its energy is -88799.431 eV. For the relative energy (zero: lowest compared OMol25 entry of this formula, charge and spin), the calculation gives 0.2428 eV. The frontier orbital gap comes out at 7.79 eV.